No. 1
Formula: C4H9NO3
Source: the Open Molecules 2025 dataset
Level of theory: ωB97M-V/def2-TZVPD

For the orbital gap, the calculation gives 0.356 hartree. For the highest occupied orbital energy, the calculation gives -8.8 eV. The energy above the lowest of the compared OMol25 structures with the same formula, charge and spin is 3.786 eV. The structure (SMILES) is COC(N)=O.C=CO. Its LUMO energy is 0.843 eV.

XYZ file:
```
17
Properties=species:S:1:pos:R:3:forces:R:3:nbo_charge:R:1
C 0.582832 -1.130575 -1.451135 -0.496 0.206 0.072 -0.255
O -0.192102 -0.775615 -0.295252 -2.004 0.565 -1.178 -0.571
C -1.402875 0.035675 -0.567595 0.752 -3.133 -1.807 0.924
N -2.428109 -0.490322 0.164211 0.235 0.610 0.465 -0.822
O -1.531196 0.674128 -1.582855 0.490 0.412 1.014 -0.628
H 0.078611 -1.952099 -1.960993 0.024 0.066 -0.150 0.185
H 0.687095 -0.270944 -2.115274 0.062 -0.139 0.006 0.201
H 1.555722 -1.477324 -1.103731 -0.074 0.201 0.146 0.201
H -3.281437 0.049468 0.137798 0.128 -0.002 0.053 0.399
H -2.194390 -0.895411 1.057847 0.011 0.033 -0.092 0.400
C 2.126469 0.774243 1.175862 -0.743 0.486 -0.310 -0.550
C 0.852782 0.375646 1.105569 -0.651 3.903 2.239 0.193
O -0.276560 1.441335 0.927364 1.647 -2.347 0.170 -0.770
H 2.741609 0.449930 2.005339 0.281 -0.871 -0.587 0.221
H 2.465616 1.656823 0.647393 -0.095 0.069 0.071 0.201
H 0.501325 -0.412558 1.753449 -0.286 0.228 -0.106 0.183
H -0.285391 1.947601 0.102001 0.719 -0.288 -0.006 0.488
```
Positions in Å, forces in eV/Å.


No. 2
Formula: C22H32N4O4
Source: the Open Molecules 2025 dataset
Level of theory: ωB97M-V/def2-TZVPD

For the orbital gap, the calculation gives 0.295 hartree. For the highest occupied orbital energy, the calculation gives -8.3 eV. The energy above the lowest of the compared OMol25 structures with the same formula, charge and spin is 0.527 eV. The structure (SMILES) is Cc1cc(/C=C(\C#N)C(=O)OCC(=O)NC(=O)NC(C)(C)C)c(C)n1CCC(C)C. Its LUMO energy is -0.250 eV.

XYZ file:
```
62
Properties=species:S:1:pos:R:3:forces:R:3:nbo_charge:R:1
C 4.611576 -2.518286 -1.668949 0.009 0.086 0.134 -0.643
C 3.675386 -1.416482 -1.320667 -0.194 -0.289 -0.460 0.143
C 2.464632 -1.113732 -1.862044 0.192 0.049 0.139 -0.248
C 1.922791 -0.011634 -1.133734 0.507 -0.166 0.229 -0.209
C 0.651814 0.548627 -1.410184 -0.424 0.339 0.329 0.029
C -0.206071 1.199116 -0.571433 0.159 -0.160 -0.956 -0.366
C -0.052304 1.284225 0.822569 0.130 -0.125 0.663 0.292
N 0.026584 1.310884 1.968319 0.053 0.011 0.276 -0.333
C -1.449848 1.746671 -1.131343 -0.209 0.117 -0.552 0.794
O -1.755204 1.733914 -2.297907 0.012 -0.031 0.258 -0.593
O -2.226164 2.294822 -0.162065 0.188 -0.114 0.194 -0.516
C -3.452448 2.865069 -0.571313 -0.360 0.360 -0.475 -0.175
C -4.649805 1.930444 -0.403342 0.346 0.122 -0.017 0.670
O -5.736807 2.237839 -0.850664 -0.124 0.276 -0.157 -0.618
N -4.381153 0.793028 0.272734 0.330 -0.351 0.271 -0.654
C -5.238469 -0.312650 0.564615 0.215 0.512 -0.177 0.801
O -4.764482 -1.253375 1.157765 0.124 -0.387 0.231 -0.640
N -6.489599 -0.159737 0.130688 -0.487 0.258 -0.275 -0.644
C -7.554081 -1.150481 0.289100 -0.038 -0.341 0.152 0.129
C -7.791090 -1.407302 1.779332 0.067 0.011 -0.169 -0.621
C -7.151471 -2.448170 -0.415998 -0.012 0.145 0.110 -0.621
C -8.805274 -0.558356 -0.356359 0.245 -0.059 0.100 -0.611
C 2.885532 0.340404 -0.181661 -0.394 0.280 -0.097 0.251
C 2.920744 1.508181 0.733962 0.072 -0.065 0.129 -0.665
N 3.927634 -0.515336 -0.308626 -0.432 -0.059 -0.029 -0.320
C 5.149716 -0.465384 0.453462 0.547 0.271 0.000 -0.221
C 6.209812 0.387931 -0.254610 0.127 -0.040 0.192 -0.397
C 7.524718 0.541202 0.522029 -0.084 -0.040 0.008 -0.212
C 8.200786 -0.804696 0.775505 -0.022 0.267 -0.123 -0.610
C 7.331312 1.298543 1.834272 0.089 -0.034 -0.275 -0.609
H 4.745169 -3.199513 -0.827758 0.061 -0.097 -0.002 0.219
H 4.201510 -3.082104 -2.501842 0.009 -0.038 -0.034 0.237
H 5.590568 -2.138112 -1.958644 0.104 -0.049 -0.037 0.215
H 1.971023 -1.634015 -2.658070 -0.052 -0.183 -0.190 0.222
H 0.287090 0.413999 -2.423391 -0.078 0.060 -0.004 0.237
H -3.617674 3.755096 0.042310 0.006 -0.160 -0.057 0.224
H -3.400588 3.156409 -1.627393 -0.111 -0.064 0.268 0.242
H -3.440575 0.670578 0.633075 -0.226 -0.028 -0.059 0.432
H -6.705467 0.702169 -0.360865 0.167 -0.038 0.085 0.440
H -8.070935 -0.483997 2.281651 -0.056 0.095 0.056 0.208
H -8.587124 -2.134617 1.912358 -0.124 -0.095 0.023 0.206
H -6.882743 -1.791582 2.234328 0.030 -0.044 0.076 0.238
H -6.242120 -2.840888 0.029822 0.052 -0.077 0.007 0.237
H -6.972152 -2.263556 -1.472882 -0.003 0.010 -0.123 0.208
H -7.940366 -3.188710 -0.317862 -0.116 -0.105 0.002 0.206
H -8.631905 -0.359649 -1.411596 -0.005 0.024 -0.144 0.212
H -9.635200 -1.254092 -0.268030 -0.066 -0.070 0.014 0.218
H -9.081684 0.373020 0.132693 -0.062 0.118 0.055 0.212
H 2.257470 2.285212 0.362380 0.026 0.049 0.028 0.240
H 3.925186 1.918816 0.810361 0.070 0.069 -0.011 0.217
H 2.577262 1.239234 1.734072 -0.006 0.079 0.039 0.252
H 4.925976 -0.055461 1.439217 0.000 -0.129 -0.032 0.218
H 5.516507 -1.485432 0.578357 -0.089 0.061 0.092 0.216
H 5.795513 1.380924 -0.443580 -0.064 0.004 -0.050 0.207
H 6.426164 -0.058773 -1.227472 -0.058 0.003 -0.063 0.206
H 8.190076 1.137507 -0.113520 -0.051 -0.039 0.033 0.203
H 9.198927 -0.649948 1.177878 0.105 -0.056 0.068 0.216
H 7.638772 -1.395193 1.494815 -0.048 -0.127 0.097 0.199
H 8.291574 -1.371765 -0.148283 0.034 -0.135 -0.087 0.207
H 6.752699 0.713394 2.544722 -0.079 -0.044 0.137 0.199
H 8.296924 1.511698 2.286230 0.069 0.035 0.115 0.215
H 6.821378 2.244070 1.663470 -0.073 0.130 0.046 0.208
```
Positions in Å, forces in eV/Å.


Look up the energy above the lowest of the compared OMol25 structures with the same formula, charge and spin of the first one.
3.786 eV


Which value of orbital gap does entry 2 give?
0.295 hartree


orbital gap of number 2 (C22H32N4O4)?
0.295 hartree